1.
The following is a DFT calculation (ωB97M-V with the def2-TZVPD basis set) of a structure of composition C29H38B2N5O17Pb in a non-equilibrium geometry.

largest force on an atom = 1.78 eV/A
ΔE to the lowest compared entry with this formula, charge and spin = 0.0 kcal/mol
total charge = -1
HOMO = -5.475 eV

Each line ends with the Löwdin charge.
Cartesian coordinates (Å):
Pb: 1.280 -0.287 0.210  1.35
O: -4.941 1.713 -3.590  0.15
C: -4.120 2.469 -3.154  -0.40
O: -3.460 2.294 -2.036  0.18
B: -2.492 3.388 -1.833  -0.88
O: -2.743 4.325 -2.943  0.24
C: -3.631 3.781 -3.784  -0.38
O: -3.927 4.168 -4.860  0.18
O: -1.110 2.824 -1.747  0.23
C: -0.760 2.774 -0.470  -0.37
O: 0.212 2.256 -0.006  0.00
C: -1.915 3.437 0.382  -0.40
O: -2.687 4.003 -0.524  0.23
O: -1.976 3.523 1.571  0.14
O: -0.665 1.263 -8.278  0.14
C: -0.105 1.575 -7.262  -0.41
O: 0.611 0.827 -6.465  0.23
B: 1.168 1.697 -5.392  -0.85
O: 0.673 3.050 -5.678  0.24
C: -0.127 3.035 -6.725  -0.40
O: -0.746 3.927 -7.205  0.16
O: 0.709 1.205 -4.046  0.24
C: 1.788 0.867 -3.391  -0.37
O: 1.858 0.490 -2.250  0.00
C: 3.048 1.107 -4.261  -0.37
O: 2.624 1.701 -5.349  0.26
O: 4.179 0.841 -3.962  0.15
C: 4.124 -2.537 -0.233  -0.35
O: 3.296 -1.456 -0.052  -0.57
H: 3.578 -3.503 -0.182  0.05
H: 4.563 -2.630 -1.241  0.06
H: 4.916 -2.600 0.529  0.05
C: -4.186 -0.907 -1.835  -0.09
C: -3.504 -1.207 -3.196  -0.23
C: -2.159 -0.468 -3.311  -0.14
C: -1.143 -1.007 -2.388  -0.17
N: -0.370 -1.408 -1.642  0.10
H: -5.102 -1.484 -1.733  0.07
H: -4.313 0.171 -1.750  0.05
H: -3.486 -1.237 -1.062  0.05
H: -4.200 -1.034 -4.014  0.10
H: -3.274 -2.275 -3.270  0.10
H: -2.341 0.554 -2.966  0.10
H: -1.794 -0.436 -4.334  0.13
C: -0.716 -5.880 5.016  -0.10
C: -0.493 -4.508 4.383  -0.26
C: -0.075 -4.657 2.936  -0.19
C: 0.253 -3.457 2.146  -0.16
N: 0.511 -2.520 1.547  0.13
H: 0.074 -6.608 4.860  0.08
H: -1.705 -6.234 4.719  0.08
H: -0.824 -5.739 6.095  0.07
H: 0.208 -3.920 4.988  0.10
H: -1.335 -3.816 4.488  0.11
H: -0.828 -5.161 2.315  0.13
H: 0.736 -5.371 2.755  0.13
C: 2.138 -1.186 5.713  -0.09
C: 1.832 0.258 6.095  -0.27
C: 0.716 0.932 5.280  -0.17
C: 0.933 0.739 3.837  -0.17
N: 1.138 0.646 2.715  0.13
H: 2.578 -1.178 4.718  0.08
H: 1.175 -1.702 5.692  0.06
H: 2.764 -1.629 6.483  0.07
H: 2.693 0.935 6.034  0.11
H: 1.596 0.408 7.154  0.11
H: 0.662 1.979 5.568  0.12
H: -0.235 0.443 5.508  0.12
C: 6.512 0.216 0.041  -0.11
C: 6.169 0.931 -1.272  -0.25
C: 5.271 2.166 -1.118  -0.16
C: 4.050 1.874 -0.381  -0.18
N: 3.117 1.653 0.238  0.13
H: 7.036 -0.699 -0.227  0.07
H: 5.568 -0.052 0.523  0.05
H: 7.098 0.864 0.694  0.07
H: 5.613 0.221 -1.890  0.10
H: 7.100 1.058 -1.829  0.11
H: 5.030 2.662 -2.057  0.11
H: 5.759 2.928 -0.498  0.12
C: -4.852 1.363 1.208  -0.08
C: -4.576 0.638 2.516  -0.25
C: -3.714 -0.608 2.311  -0.17
C: -2.504 -0.384 1.513  -0.19
N: -1.554 -0.246 0.890  0.16
H: -5.337 2.324 1.380  0.08
H: -5.588 0.760 0.669  0.08
H: -3.990 1.521 0.565  0.05
H: -5.489 0.394 3.070  0.11
H: -4.134 1.235 3.325  0.11
H: -4.313 -1.328 1.745  0.12
H: -3.424 -1.049 3.265  0.11

2.
The following is a DFT calculation (ωB97M-V with the def2-TZVPD basis set) of a cluster of 2 separate species, C29H38BBrNO2 in total in a non-equilibrium geometry.

largest force on an atom = 1.38 eV/A
total charge = +1
HOMO = -10.808 eV

Each line ends with the Löwdin charge.
Cartesian coordinates (Å):
C: 6.883 -5.512 2.913  -0.04
O: 5.464 -5.726 3.150  -0.07
C: 4.577 -4.735 2.864  -0.24
C: 3.200 -5.077 2.827  0.02
C: 2.260 -4.137 2.453  -0.01
C: 2.615 -2.831 2.005  -0.15
C: 1.612 -1.903 1.457  -0.04
C: 0.371 -2.446 1.030  -0.02
C: -0.849 -1.811 0.822  0.06
C: -2.105 -2.536 0.946  -0.20
C: -3.344 -1.844 0.958  -0.02
C: -4.534 -2.496 1.297  -0.06
C: -4.528 -3.863 1.613  -0.05
C: -3.329 -4.584 1.522  -0.06
C: -2.153 -3.948 1.136  -0.02
C: 1.867 -0.465 1.370  -0.15
C: 2.745 0.234 2.260  -0.01
C: 2.903 1.606 2.241  0.02
C: 2.038 2.402 1.459  -0.23
O: 2.041 3.751 1.653  -0.07
C: 1.102 4.622 0.941  -0.03
C: 1.174 1.742 0.559  -0.07
C: 1.194 0.354 0.432  -0.04
C: 4.004 -2.524 2.050  -0.01
C: 4.959 -3.395 2.567  0.02
H: 7.357 -6.449 3.224  0.10
H: 7.076 -5.329 1.839  0.11
H: 7.279 -4.677 3.521  0.09
H: 2.914 -6.105 3.100  0.13
H: 1.208 -4.432 2.504  0.12
H: 0.363 -3.532 0.949  0.09
H: -0.937 -0.729 0.712  0.11
H: -3.337 -0.784 0.709  0.11
H: -5.467 -1.928 1.342  0.11
H: -5.447 -4.364 1.919  0.11
H: -3.317 -5.651 1.766  0.12
H: -1.254 -4.552 0.988  0.11
H: 3.312 -0.326 3.001  0.11
H: 3.630 2.126 2.871  0.13
H: 1.211 5.600 1.420  0.10
H: 1.354 4.687 -0.137  0.10
H: 0.067 4.271 1.073  0.09
H: 0.491 2.322 -0.059  0.02
H: 0.636 -0.083 -0.391  0.10
H: 4.349 -1.571 1.653  0.12
H: 5.994 -3.065 2.719  0.12
C: -3.192 5.033 -1.949  -0.07
C: -2.291 3.859 -1.585  -0.18
N: -1.957 2.988 -2.805  -0.25
C: -3.242 2.484 -3.445  -0.20
C: -3.952 1.504 -2.545  -0.07
C: -1.317 3.921 -3.835  -0.23
C: -0.758 3.208 -5.036  -0.11
B: -1.090 1.687 -2.380  -0.75
Br: 0.925 2.128 -2.517  0.68
H: -1.354 1.235 -1.215  0.05
H: -3.387 5.623 -1.049  0.09
H: -2.717 5.712 -2.671  0.08
H: -4.162 4.702 -2.337  0.08
H: -1.335 4.208 -1.152  0.12
H: -2.776 3.193 -0.863  0.11
H: -3.836 3.371 -3.690  0.11
H: -2.941 2.010 -4.383  0.12
H: -4.917 1.283 -3.002  0.09
H: -3.395 0.567 -2.465  0.07
H: -4.114 1.892 -1.535  0.08
H: -2.149 4.556 -4.175  0.11
H: -0.583 4.577 -3.337  0.12
H: -0.383 3.959 -5.740  0.09
H: 0.097 2.580 -4.803  0.00
H: -1.509 2.594 -5.536  0.08
H: -1.312 0.818 -3.198  0.04

Q: Among the records above, which one has the lowest total charge?
A: C29H38B2N5O17Pb

Q: Which of these has the highest largest force on an atom?
A: C29H38B2N5O17Pb

Q: What is the formula in the first record?
A: C29H38B2N5O17Pb

Q: What is the formula in the second record?
A: C29H38BBrNO2